[1]
# C18H19N3O2S

C18H19N3O2S as an isolated structure in a non-equilibrium geometry (ωB97M-V with the def2-TZVPD basis set, the OMol25 dataset).

Structure (XYZ):
```
43
Properties=species:S:1:pos:R:3:forces:R:3:nbo_charge:R:1
C 6.14083 2.58212 0.38580 0.6134 2.1744 1.0960 -0.626
C 5.09064 1.61823 0.21333 -3.8489 -0.2582 -1.9591 -0.079
C 4.88594 0.76493 1.17556 -5.6081 -6.6635 2.3589 -0.193
C 3.73167 -0.25025 1.08761 0.5949 1.3970 -2.6650 -0.210
C 2.82992 -0.35775 -0.12220 2.7206 -1.0153 6.5068 0.100
C 2.94626 0.68613 -0.92663 -1.1306 2.0033 -4.5679 -0.007
C 3.97324 1.52932 -0.69424 4.3739 5.7604 -4.9643 -0.136
H 4.19242 2.41318 -1.76156 -0.9110 -2.4978 3.3577 0.143
C 2.03698 0.88249 -2.26228 -0.3405 9.6844 9.7090 -0.557
H 2.50215 1.54872 -2.88289 1.1041 1.8939 -1.3794 0.211
H 1.96075 0.09701 -2.65913 -1.3029 -11.5586 -5.7848 0.173
H 0.98182 1.25087 -1.96686 1.7466 -0.4545 -0.4876 0.210
N 1.74717 -1.25156 -0.19474 7.7861 2.5773 -0.4850 -0.591
C 1.50100 -2.08047 0.70046 -7.8435 -5.0540 -2.8614 0.719
O 2.14668 -2.61340 1.44554 6.5894 -3.3804 7.5074 -0.561
C 0.13669 -2.93238 0.36168 2.2317 0.4464 -4.1243 -0.699
H 0.20128 -3.21054 -0.78945 -0.2045 0.7399 2.1213 0.259
H 0.12400 -3.90737 0.84244 -0.2599 0.4943 0.7190 0.268
S -1.20411 -1.89828 0.64909 -2.0554 -1.7372 5.7722 0.418
C -1.60000 -1.03249 -0.62213 0.6424 1.4619 -6.9276 0.120
N -0.71854 -0.85401 -1.76022 -1.2312 -1.0839 5.9318 -0.569
C -1.43312 -0.03151 -2.47433 9.1972 -0.2642 -9.5071 0.023
C -2.61491 0.19582 -2.20905 -7.2901 1.4234 3.0752 -0.200
N -2.83660 -0.49146 -0.88009 14.0221 0.3178 -10.3515 -0.390
C -3.97063 -0.37092 -0.48570 -9.8928 -4.3072 12.4551 -0.160
C -4.07764 0.80353 0.41636 -0.1714 -3.1435 0.0444 0.220
C -4.97161 1.64693 0.13564 -2.4174 9.5087 0.9880 -0.281
C -4.65443 2.99438 1.06459 5.5334 -14.0984 1.5087 -0.246
C -3.79241 2.27980 1.99853 -1.4171 3.5925 -3.5504 0.094
O -3.35126 1.03918 1.56063 -0.8316 0.9946 -0.5926 -0.424
H -3.17689 2.82498 2.68199 0.3181 -0.5770 0.8224 0.203
H -5.18029 3.77146 1.05256 -3.9079 6.5285 0.3321 0.182
H -5.67567 1.92470 -0.62874 0.0952 -1.2068 -0.5232 0.234
H -4.85309 -0.88296 -0.90237 0.2652 1.2118 -0.7164 0.265
H -3.88916 -1.39445 0.51240 -0.7260 2.1498 -1.8858 0.139
H -3.36927 0.80510 -2.70662 0.1218 -0.3814 0.5702 0.236
H -0.76904 0.19231 -3.68500 -2.5510 -0.1559 3.8470 0.180
H 1.04510 -0.84703 -0.55364 -6.8393 3.3199 -4.2858 0.408
H 3.50994 -0.90936 1.90267 0.3493 -0.1512 0.2585 0.230
H 5.27508 0.75538 2.14852 1.2313 0.0991 1.0292 0.207
H 7.07754 2.02890 0.08746 -0.5029 1.4155 0.3966 0.238
H 6.13069 2.95209 1.57102 0.4257 -0.9537 -3.2883 0.222
H 5.80620 3.42907 -0.26609 1.3217 -0.2523 0.4999 0.229
```
Forces are in eV/Å.

Results
**Electronic energy**: -1409.66653 hartree
**Gap between HOMO and LUMO**: 8.623 eV
**HOMO**: -8.1 eV

[2]
# C6H10O

An isolated molecule of C6H10O in a non-equilibrium geometry (ωB97M-V with the def2-TZVPD basis set, the OMol25 dataset).

Structure (XYZ):
```
17
Properties=species:S:1:pos:R:3:forces:R:3:nbo_charge:R:1
C 0.01356 1.91284 0.38230 -0.1729 -0.2514 0.2541 -0.641
C -0.11256 0.42465 0.02816 -0.1038 -0.1397 0.4139 0.049
C -1.12760 -0.02896 -0.99536 -0.0297 0.0708 0.2265 -0.107
O -0.79640 -1.41772 -1.07212 -0.0444 -0.2413 -0.0355 -0.532
C 0.32456 -1.57268 -0.15033 0.2556 -0.2388 0.0110 0.056
C -0.20452 -1.03496 1.15726 0.1155 0.5867 -0.3663 -0.429
C 1.15425 -0.33637 -0.39495 0.1378 0.0094 -0.1264 -0.455
H 0.77272 2.44959 -0.21959 -0.2812 -0.6022 0.0466 0.222
H 0.33201 2.01411 1.42073 -0.0337 0.0705 0.0282 0.222
H -0.92145 2.47366 0.25868 0.0589 -0.2820 0.1099 0.216
H -1.04996 0.41908 -2.00450 0.2505 -0.0274 0.4247 0.180
H -2.14137 0.17070 -0.62358 0.0347 -0.3664 -0.1332 0.178
H 0.69213 -2.58546 -0.30955 0.0532 0.0685 0.2469 0.199
H 0.48028 -0.71058 1.93507 0.6047 -0.2892 -0.2555 0.196
H -0.89167 -1.76195 1.66106 -0.6913 1.4743 -0.6824 0.221
H 1.53120 -0.24086 -1.41678 -0.1472 0.3892 0.0487 0.214
H 1.94482 -0.17508 0.34350 -0.0069 -0.2310 -0.2112 0.212
```
Forces are in eV/Å.

Results
**SMILES**: C[C@]12CO[C@H](C1)C2
**Electronic energy**: -309.76311 hartree
**Gap between HOMO and LUMO**: 10.344 eV
**HOMO**: -9.4 eV

[3]
# FH3O3Si

A 2-piece molecular cluster, FH3O3Si overall in a non-equilibrium geometry (ωB97M-V with the def2-TZVPD basis set, the OMol25 dataset).

Structure (XYZ):
```
8
Properties=species:S:1:pos:R:3:forces:R:3:nbo_charge:R:1
O -0.17616 1.38012 -0.80616 -0.5216 0.0319 0.1046 -1.109
O -0.66708 -1.33966 -0.82087 -0.1289 0.2114 -0.1016 -1.108
O -0.94625 0.05529 1.42180 -0.1745 -0.3832 -0.1851 -1.098
F 2.25932 -0.21421 0.15140 -3.2652 0.1948 -0.2052 -0.818
Si -0.30923 -0.00428 -0.03347 3.4695 -0.2322 0.2050 2.509
H 0.63702 1.55180 -1.28573 0.3265 -0.0756 -0.0955 0.547
H -0.13509 -2.12789 -0.69250 0.1389 -0.1226 0.0384 0.543
H -0.66255 0.69882 2.06553 0.1553 0.3755 0.2395 0.534
```
Forces are in eV/Å.

Results
**Electronic energy**: -616.97956 hartree
**Gap between HOMO and LUMO**: 10.100 eV
**HOMO**: -10.4 eV